Record 1
The following is a quantum chemistry calculation of a molecular structure, C20H46BiOP4S, from OMol25.

Positions of all 73 atoms, in Å:
Bi -0.36975 0.03530 0.93344
P -2.06270 2.19493 0.98042
P -2.36621 -1.51971 2.08161
P 1.44363 1.31609 -0.60057
H -1.30691 -2.35484 -0.85916
C -0.30679 -1.90185 -0.86991
C 0.65246 -2.28142 0.07616
H 0.41517 -3.04107 0.82078
C -3.09131 2.13992 -0.52447
C -3.14293 2.24224 2.44050
C -1.14084 3.76032 1.02126
C -1.97264 -3.29641 2.06334
C -2.85041 -1.15281 3.80297
C -3.84216 -1.34202 1.02864
C 2.70318 0.16769 -1.22631
C 2.32003 2.67279 0.23467
C 0.51847 1.95878 -2.02956
H -0.00608 -1.39679 -1.79699
H 1.70892 -2.07243 -0.08949
H -3.76508 3.00660 -0.54629
H -3.68311 1.21070 -0.53979
H -2.44715 2.14952 -1.41839
H -3.74246 3.16270 2.41303
H -2.51711 2.23772 3.34772
H -3.81095 1.36800 2.46612
H -1.85451 4.59267 1.09431
H -0.52594 3.87988 0.11589
H -0.47974 3.76259 1.90299
H -2.83210 -3.87355 2.43064
H -1.10055 -3.48929 2.70635
H -1.72561 -3.61962 1.04363
H -3.86074 -1.53676 4.01554
H -2.83770 -0.07158 3.98988
H -2.13179 -1.62076 4.49382
H -4.59492 -2.09412 1.29265
H -3.55290 -1.48983 -0.02182
H -4.27410 -0.33639 1.12609
H 3.38602 0.67989 -1.91789
H 2.22843 -0.67475 -1.75100
H 3.27572 -0.23788 -0.37740
H 2.95632 3.21870 -0.47862
H 2.94812 2.25739 1.03876
H 1.60862 3.37391 0.69324
H 1.19450 2.36088 -2.79229
H -0.19062 2.74175 -1.72288
H -0.06007 1.14357 -2.48928
C 1.95362 -0.71511 -6.10001
C 1.22719 -0.44553 -7.27280
C 1.06536 -1.44208 -8.23859
C 1.63904 -2.70716 -8.04453
C 2.38166 -2.97118 -6.88757
C 2.54668 -1.97832 -5.92091
S 2.14449 0.46968 -4.84397
H 1.40082 1.47660 -5.40354
H 0.79303 0.54251 -7.41152
H 0.49032 -1.23123 -9.14260
H 1.50649 -3.48815 -8.80075
H 2.83545 -3.95172 -6.73193
H 3.12568 -2.16403 -5.02060
C 2.88673 1.09306 4.13161
P 1.30454 0.24486 4.13199
C 1.59433 -1.49481 3.75737
C 0.43144 0.34697 5.69841
O 0.41461 0.85902 3.03202
H 3.37861 0.96787 3.15588
H 3.52345 0.68103 4.92591
H 2.73278 2.16688 4.28790
H 2.22652 -1.93431 4.53759
H 0.65415 -2.05653 3.71114
H 2.09644 -1.62062 2.79158
H 0.20301 1.39554 5.92301
H -0.52624 -0.19085 5.63946
H 1.05609 -0.08313 6.49307

Summary:
Spin multiplicity: 1
Energy (a.u.): -2842.15106
Total charge: +3
F_max (eV Å⁻¹): 3.79
ΔE to the lowest compared entry with this formula, charge and spin (eV): 1.970


Record 2
The following is a quantum chemistry calculation of a molecular structure, C4H5FeLiO2, from OMol25.

Positions of all 13 atoms, in Å:
H -0.06617 2.39815 -1.90778
C 0.65228 1.05704 0.92977
C -0.39139 0.77711 0.01265
C -0.88387 -0.52746 -0.22987
C -0.13015 -1.69671 -0.17936
O -0.63322 -2.85722 -0.37264
Fe -0.14544 -4.58543 -0.41039
H 1.01730 0.24900 1.58822
H -1.05327 1.62491 -0.18801
H -1.96222 -0.65237 -0.35733
H 0.93475 -1.64114 0.09882
O 1.27834 2.14721 0.95246
Li 1.38303 3.70690 0.06348

Summary:
Spin multiplicity: 6
Energy (a.u.): -1576.70707
Total charge: +1
F_max (eV Å⁻¹): 1.66
ΔE to the lowest compared entry with this formula, charge and spin (eV): 1.149